{"formula": "C35H37HgNO3P2", "method": "ωB97M-V/def2-TZVPD", "homo_ev": [-6.35, -6.57], "spin_multiplicity": 1, "homo_lumo_gap_ha": [0.204, 0.219], "elements": ["Hg", "C", "C", "C", "C", "C", "C", "C", "C", "C", "H", "H", "H", "H", "H", "H", "H", "H", "H", "H", "H", "H", "H", "H", "H", "P", "P", "C", "C", "C", "C", "C", "C", "C", "C", "C", "C", "C", "C", "C", "C", "C", "C", "C", "C", "C", "C", "C", "C", "C", "C", "C", "C", "H", "H", "H", "H", "H", "H", "H", "H", "H", "H", "H", "H", "H", "H", "H", "H", "H", "H", "H", "H", "H", "H", "O", "N", "O", "O"], "coordinates": [[-0.806, -0.911, -2.245], [0.984, -0.113, -3.189], [1.711, 0.695, -2.137], [1.375, 2.199, -2.132], [-0.079, 2.538, -2.511], [-1.123, 1.452, -2.323], [-1.731, 0.714, -3.402], [-1.008, 0.456, -4.725], [0.537, 0.551, -4.506], [-1.224, -0.968, 1.890], [1.509, -1.051, -3.396], [2.797, 0.608, -2.316], [2.018, 2.746, -2.859], [1.605, 2.612, -1.136], [-0.392, 3.364, -1.855], [-0.082, 2.959, -3.536], [-1.742, 1.662, -1.444], [-2.839, 0.672, -3.423], [-1.332, 1.154, -5.509], [-1.258, -0.563, -5.114], [1.042, -0.010, -5.306], [0.891, 1.584, -4.596], [-1.171, -1.513, 0.935], [-1.860, -1.474, 2.638], [-0.200, -0.845, 2.262], [1.862, -0.017, -0.249], [-1.905, 0.667, 1.596], [0.788, 1.091, 0.708], [-0.511, 1.544, 0.920], [3.328, 0.040, 0.866], [4.230, 1.114, 0.925], [5.319, 1.008, 1.799], [5.464, -0.111, 2.633], [4.519, -1.144, 2.632], [3.467, -1.064, 1.737], [2.289, -1.767, -0.764], [1.334, -2.756, -1.058], [1.647, -3.740, -2.008], [2.979, -3.969, -2.374], [3.987, -3.146, -1.850], [3.644, -2.056, -1.061], [-2.583, 1.488, 3.025], [-1.724, 1.742, 4.107], [-2.273, 2.199, 5.303], [-3.656, 2.404, 5.424], [-4.494, 2.188, 4.322], [-3.964, 1.718, 3.125], [-3.257, 0.428, 0.416], [-3.688, -0.882, 0.135], [-4.680, -1.085, -0.831], [-5.258, 0.007, -1.488], [-4.857, 1.315, -1.176], [-3.862, 1.520, -0.226], [1.537, 1.835, 1.060], [-0.631, 2.631, 0.959], [4.080, 2.004, 0.306], [6.059, 1.809, 1.836], [6.326, -0.197, 3.295], [4.588, -2.018, 3.288], [2.754, -1.898, 1.708], [0.413, -2.811, -0.485], [0.838, -4.327, -2.458], [3.242, -4.780, -3.058], [5.039, -3.357, -2.051], [4.462, -1.469, -0.646], [-0.660, 1.514, 4.010], [-1.623, 2.381, 6.157], [-4.076, 2.746, 6.373], [-5.564, 2.377, 4.403], [-4.609, 1.471, 2.282], [-3.232, -1.737, 0.635], [-4.977, -2.124, -1.057], [-6.066, -0.158, -2.212], [-5.346, 2.176, -1.627], [-3.530, 2.527, 0.013], [2.445, -3.916, 3.204], [1.307, -3.976, 2.659], [0.475, -4.861, 2.969], [0.979, -3.097, 1.783]]}


{"formula": "C34H51CeN4OP2", "method": "ωB97M-V/def2-TZVPD", "homo_ev": [-16.63, -16.63], "spin_multiplicity": 1, "homo_lumo_gap_ha": [0.221, 0.222], "total_charge": 3, "elements": ["C", "C", "C", "C", "C", "H", "H", "H", "N", "P", "P", "C", "H", "H", "C", "H", "C", "C", "C", "C", "C", "H", "H", "H", "C", "H", "H", "H", "C", "H", "H", "H", "C", "H", "H", "H", "C", "H", "H", "H", "C", "H", "H", "H", "C", "H", "H", "H", "C", "H", "H", "H", "C", "H", "H", "H", "C", "H", "H", "H", "C", "H", "H", "H", "C", "H", "H", "H", "Ce", "C", "O", "N", "C", "C", "C", "C", "C", "H", "C", "H", "C", "H", "H", "H", "N", "C", "C", "C", "N", "H", "H", "H", "H"], "coordinates": [[1.911, -2.000, -0.747], [1.597, 0.162, -1.589], [2.915, -2.247, -1.676], [2.486, -0.096, -2.640], [3.187, -1.301, -2.659], [3.444, -3.200, -1.622], [2.639, 0.660, -3.410], [3.926, -1.493, -3.436], [1.318, -0.786, -0.646], [-0.199, -2.913, 0.922], [0.900, 2.416, 0.077], [1.490, -3.126, 0.196], [1.527, -4.086, -0.350], [2.230, -3.221, 1.010], [0.832, 1.452, -1.521], [1.056, 2.119, -2.365], [-0.300, 3.886, -0.203], [2.673, 3.030, 0.142], [-1.303, -3.730, -0.389], [-0.063, -3.801, 2.583], [-1.665, 3.526, 0.418], [-1.578, 3.262, 1.483], [-2.315, 4.412, 0.348], [-2.175, 2.708, -0.103], [0.204, 5.147, 0.514], [0.370, 4.972, 1.584], [1.116, 5.558, 0.066], [-0.572, 5.924, 0.426], [-0.494, 4.193, -1.694], [-1.208, 5.029, -1.773], [0.431, 4.514, -2.187], [-0.916, 3.340, -2.238], [2.895, 3.641, 1.544], [2.510, 2.984, 2.335], [3.977, 3.757, 1.702], [2.432, 4.629, 1.648], [3.635, 1.836, -0.007], [3.391, 1.025, 0.686], [3.638, 1.447, -1.031], [4.651, 2.191, 0.222], [2.952, 4.042, -0.985], [2.305, 3.923, -1.864], [2.887, 5.081, -0.636], [3.984, 3.895, -1.340], [-1.419, -3.713, 3.307], [-1.308, -4.157, 4.308], [-1.753, -2.674, 3.440], [-2.210, -4.267, 2.785], [1.006, -3.082, 3.434], [2.014, -3.191, 3.015], [0.799, -2.011, 3.573], [1.012, -3.547, 4.432], [0.352, -5.268, 2.405], [0.617, -5.670, 3.394], [-0.463, -5.891, 2.017], [1.231, -5.383, 1.757], [-1.090, -3.007, -1.737], [-1.701, -3.517, -2.499], [-1.407, -1.955, -1.700], [-0.046, -3.047, -2.073], [-2.780, -3.570, 0.021], [-3.067, -2.514, 0.140], [-3.407, -4.001, -0.773], [-3.016, -4.099, 0.953], [-0.975, -5.219, -0.569], [0.085, -5.403, -0.787], [-1.273, -5.818, 0.299], [-1.555, -5.589, -1.428], [-0.466, 0.023, 1.080], [1.676, 0.394, 2.308], [2.628, 0.386, 2.975], [-1.584, 0.494, -0.747], [-1.009, 0.944, -1.776], [-1.496, 0.987, -3.155], [-2.874, 0.777, -3.308], [-0.692, 1.190, -4.291], [-3.473, 0.839, -4.562], [-3.467, 0.580, -2.412], [-1.285, 1.239, -5.553], [0.387, 1.293, -4.186], [-2.675, 1.077, -5.698], [-4.557, 0.706, -4.652], [-0.667, 1.406, -6.442], [-3.137, 1.135, -6.688], [-2.883, 0.327, 3.708], [-3.003, 1.015, 4.851], [-1.868, 1.809, 4.978], [-1.077, 1.553, 3.849], [-1.698, 0.624, 3.050], [-3.546, -0.338, 3.311], [-3.862, 0.913, 5.503], [-1.628, 2.492, 5.772], [-0.109, 1.965, 3.578]]}